Here is one molecule with the formula C5H9F2N from OMol25. Energies are from ωB97M-V/def2-TZVPD.

Atoms and positions in Å:
F  3.00  1.08  0.09
F  2.81  -1.05  -0.19
N  -0.50  0.49  -0.39
C  -1.39  1.57  0.04
C  2.16  0.16  -0.25
C  0.52  -0.02  0.46
C  -0.02  -1.43  0.41
C  -1.11  -0.88  -0.52
H  0.49  0.33  1.46
H  -1.02  2.26  1.00
H  0.54  -2.11  -0.05
H  -2.14  -0.96  -0.15
H  1.81  0.21  -1.36
H  -0.87  -1.19  -1.53
H  -0.43  -1.85  1.36
H  -2.35  1.16  0.38
H  -1.49  2.22  -0.77

**E_tot**: -12253.108 eV
**Strongest force on any atom**: 6.488 eV/A
**SMILES**: CN1CC[C@H]1C(F)F
**Relative energy (zero: lowest compared OMol25 entry of this formula, charge and spin)**: 52.4 kcal/mol

Here is a 2-piece molecular cluster, C2H6FN overall from OMol25. Energies are from ωB97M-V/def2-TZVPD.

Atoms and positions in Å:
F  -2.41  -0.09  -0.33
N  -1.37  0.36  0.32
C  -0.22  -0.50  -0.02
C  1.15  0.02  0.22
H  1.09  0.47  1.14
H  -0.37  -0.87  -0.96
H  1.98  -0.75  0.20
H  -0.82  2.02  -0.72
H  -0.41  -1.45  0.64
H  1.37  0.80  -0.49

**E_tot**: -6372.688 eV
**Strongest force on any atom**: 3.890 eV/A
**Relative energy (zero: lowest compared OMol25 entry of this formula, charge and spin)**: 137.6 kcal/mol

Here is a 10-piece molecular cluster, C42H77F6N17O12S6 overall from OMol25. Energies are from ωB97M-V/def2-TZVPD.

Atoms and positions in Å:
S  5.94  -4.97  4.94
S  -6.41  -0.15  6.68
S  -1.56  0.18  0.52
S  6.48  -2.89  5.91
S  0.57  -0.47  0.13
S  -8.54  0.68  5.96
F  1.99  -0.36  0.89
F  6.76  -6.03  4.03
F  7.74  -1.86  6.32
F  -2.17  1.33  1.51
F  -9.92  -0.13  5.68
F  -5.72  -1.12  7.76
O  0.34  -1.89  0.16
O  4.90  -4.55  4.03
O  6.17  -3.28  7.29
O  5.57  -1.99  5.23
O  -1.78  0.76  -0.81
O  1.01  0.09  -1.15
O  -2.16  -1.11  0.84
O  5.63  -5.85  6.04
O  -8.02  0.75  4.60
O  -8.89  1.93  6.61
O  -5.96  1.12  7.17
O  -5.83  -0.69  5.46
N  -0.66  -0.07  -10.45
N  7.25  -3.87  5.12
N  -0.10  -2.77  7.15
N  0.88  5.92  5.20
N  -2.18  0.48  -12.09
N  -2.51  -7.78  -1.51
N  6.84  3.26  -0.96
N  -0.02  0.54  1.10
N  0.86  -0.97  8.03
N  8.30  -3.03  -2.31
N  7.65  -2.62  -4.50
N  -7.84  -0.49  6.93
N  -9.64  2.39  -1.40
N  -1.32  6.30  4.94
N  -4.08  -6.19  -1.81
N  4.91  3.89  -1.98
N  -11.41  2.61  -0.02
C  -0.58  -3.73  6.18
C  -12.32  3.25  0.90
C  -2.64  6.39  4.33
C  -3.75  -8.29  -1.13
C  7.87  2.79  0.00
C  7.13  -3.47  -6.71
C  -2.82  1.11  -13.23
C  -4.69  -4.94  -2.20
C  0.29  -1.68  9.03
C  -2.76  -6.49  -1.95
C  0.54  6.73  6.20
C  0.47  -1.56  6.85
C  -0.44  -2.73  8.48
C  -8.32  4.21  -2.51
C  0.57  -0.12  -9.65
C  3.53  4.32  -2.23
C  1.60  0.28  8.19
C  -0.82  7.02  6.02
C  -8.56  2.73  -2.35
C  2.17  5.42  4.85
C  5.90  3.91  -2.92
C  7.11  3.61  -2.26
C  -0.84  0.58  -11.67
C  -11.27  1.26  -0.36
C  -1.90  -0.54  -10.11
C  -0.17  -7.60  -0.79
C  -0.25  5.60  4.49
C  8.64  3.95  0.56
C  0.77  1.30  8.92
C  -10.37  3.24  -0.58
C  0.25  0.52  -8.33
C  9.13  -3.33  -1.15
C  2.94  6.43  3.97
C  -2.81  -0.37  -11.16
C  -10.22  1.12  -1.24
C  6.89  -3.06  -2.39
C  5.49  3.53  -0.74
C  -1.25  -8.49  -1.44
C  6.50  -2.79  -3.67
C  -4.75  -7.31  -1.31
C  8.70  -2.75  -3.63
C  7.62  -2.32  -5.89
H  -1.13  -3.48  8.84
H  8.60  -1.95  -6.18
H  -12.46  2.57  1.74
H  -2.48  0.55  -14.10
H  8.47  2.05  -0.52
H  8.00  4.69  1.03
H  6.36  -3.27  -1.47
H  1.35  2.21  9.08
H  -1.34  -9.46  -0.95
H  4.93  3.30  0.15
H  3.60  5.34  -2.61
H  -7.63  4.56  -3.28
H  10.07  -3.76  -1.49
H  2.65  0.14  8.47
H  7.77  -4.34  -6.61
H  1.11  0.37  -7.67
H  -2.16  -1.08  -9.21
H  -0.12  1.24  -12.13
H  0.82  -8.05  -0.77
H  7.00  -3.28  -7.78
H  -5.07  -4.46  -1.30
H  6.89  -1.52  -6.01
H  9.23  3.70  1.44
H  7.43  2.15  0.76
H  0.06  1.58  -8.50
H  3.48  7.19  4.54
H  -13.23  3.52  0.37
H  -1.98  -5.81  -2.25
H  -9.24  4.73  -2.78
H  5.53  -2.68  -4.12
H  -0.13  1.45  8.32
H  9.75  -2.85  -3.87
H  8.11  3.44  -2.65
H  0.33  -1.44  10.08
H  8.70  -4.10  -0.50
H  2.50  6.87  3.08
H  0.37  1.08  9.91
H  -7.60  2.30  -2.04
H  1.77  0.68  7.19
H  3.73  5.79  3.58
H  -3.90  0.98  -13.24
H  2.04  4.42  4.44
H  -0.04  -6.78  -1.48
H  -0.59  0.00  -7.87
H  0.29  -4.25  5.79
H  -3.33  5.69  4.80
H  2.99  3.64  -2.89
H  -3.04  7.40  4.42
H  -0.50  -7.22  0.18
H  -5.82  -7.21  -1.26
H  -10.22  4.30  -0.46
H  0.75  -1.19  5.88
H  -0.91  -8.68  -2.45
H  6.10  -3.75  -6.48
H  0.84  -1.18  -9.58
H  -2.56  6.16  3.27
H  -9.82  0.31  -1.84
H  1.40  0.24  -10.25
H  2.70  5.30  5.80
H  2.94  4.30  -1.31
H  -5.50  -5.17  -2.88
H  -8.81  2.25  -3.29
H  -1.43  7.75  6.52
H  1.29  7.09  6.89
H  -3.87  -0.54  -11.03
H  -0.32  4.86  3.70
H  -1.21  -3.28  5.41
H  -3.73  -9.29  -0.74
H  -7.92  4.67  -1.61
H  -2.51  2.16  -13.29
H  9.23  -2.47  -0.48
H  -11.89  4.22  1.16
H  -1.28  -4.43  6.64
H  -4.00  -4.24  -2.66
H  5.70  4.07  -3.97
H  -12.06  0.60  -0.04
H  9.29  4.44  -0.17

**E_tot**: -175977.796 eV
**Strongest force on any atom**: 10.801 eV/A
**Total charge**: +4
**Relative energy (zero: lowest compared OMol25 entry of this formula, charge and spin)**: 64.0 kcal/mol

Here is C36H37Br2N4O6PTi as an isolated structure from OMol25. Energies are from ωB97M-V/def2-TZVPD.

Atoms and positions in Å:
Br  -3.84  -2.68  1.70
Br  0.22  -5.37  4.46
Ti  -0.72  0.98  1.13
P  -3.15  -1.41  -2.99
O  -1.45  -0.79  0.95
O  1.76  1.16  1.45
O  0.53  -2.60  -4.17
O  -0.49  1.92  -2.44
O  -0.46  0.24  3.15
O  -2.31  1.56  0.32
N  1.08  -2.02  0.34
N  0.47  1.34  -0.40
N  -0.50  2.50  3.58
N  -0.93  2.60  2.29
C  -0.32  1.26  3.96
C  4.44  3.46  -1.62
C  -1.13  5.01  2.76
C  0.87  0.01  5.79
C  -1.53  -3.85  2.92
C  -1.38  3.81  1.92
C  -2.18  3.89  0.74
C  -0.16  -4.08  3.10
C  -0.06  2.20  6.11
C  2.60  2.30  -0.61
C  2.33  3.33  -2.85
C  1.90  -4.44  -5.12
C  1.80  2.58  -1.80
C  2.21  -3.71  2.25
C  3.64  3.79  -2.70
C  0.43  1.96  -1.65
C  -5.01  -1.33  -3.12
C  0.37  2.26  7.42
C  1.74  -2.05  -6.18
C  2.99  -2.10  -1.13
C  -2.56  -0.25  -4.27
C  -1.08  -1.95  1.47
C  3.92  2.70  -0.55
C  1.06  1.19  7.92
C  1.68  1.48  0.28
C  -3.84  2.97  -0.89
C  0.31  -2.39  1.37
C  -2.75  2.80  0.09
C  0.12  1.09  5.31
C  -1.98  -2.82  2.08
C  1.26  -3.01  -5.09
C  2.92  -3.36  1.10
C  0.81  -3.41  2.29
C  1.36  0.12  7.09
C  2.29  -2.49  0.15
C  -2.85  -2.92  -3.97
H  -4.27  4.01  -0.78
H  -5.42  -1.32  -4.13
H  0.86  -1.53  -6.60
H  0.20  3.16  8.04
H  -2.45  4.90  0.37
H  -5.31  -0.36  -2.66
H  4.60  2.35  0.22
H  3.97  -3.63  0.99
H  2.22  -4.79  -6.11
H  1.37  1.16  8.97
H  -3.38  2.87  -1.88
H  -3.52  -3.74  -3.60
H  -0.44  4.69  3.52
H  2.83  -4.44  -4.53
H  2.38  -1.23  -5.73
H  -1.80  -3.26  -3.87
H  -3.10  -2.76  -5.04
H  -2.06  5.37  3.23
H  1.04  -0.90  5.21
H  4.05  4.42  -3.48
H  2.33  -2.65  -6.90
H  -0.73  5.82  2.10
H  2.93  -1.00  -1.06
H  -1.91  -0.82  -4.95
H  -5.50  -2.12  -2.51
H  -4.67  2.26  -0.76
H  1.23  -5.14  -4.66
H  -0.50  3.07  5.65
H  3.97  -2.47  -1.24
H  2.71  -4.13  3.08
H  2.36  -2.39  -2.02
H  1.72  3.63  -3.68
H  -3.42  0.28  -4.76
H  1.93  -0.72  7.50
H  -2.24  -4.43  3.46
H  -1.91  0.52  -3.79
H  5.47  3.86  -1.53

**E_tot**: -228669.282 eV
**Strongest force on any atom**: 3.949 eV/A
**Relative energy (zero: lowest compared OMol25 entry of this formula, charge and spin)**: 9.2 kcal/mol

Here is one molecule with the formula C22H24N4O5S from OMol25. Energies are from ωB97M-V/def2-TZVPD.

Atoms and positions in Å:
S  1.38  2.76  2.16
O  -0.90  -1.52  2.50
O  -4.89  -3.98  1.68
O  -2.96  0.45  -0.03
O  2.53  3.95  -1.80
O  -0.43  -2.99  -0.52
N  -0.22  -0.83  -1.10
N  -2.90  -1.79  0.23
N  0.35  0.27  2.09
N  2.63  0.60  1.52
C  -2.56  -0.65  -0.37
C  -0.03  1.58  -0.88
C  1.73  0.35  -1.94
C  -6.03  -4.59  1.32
C  1.57  -1.89  0.20
C  -4.92  -2.73  1.18
C  0.51  0.37  -1.29
C  -6.09  -2.54  0.49
C  3.79  4.06  -2.43
C  -6.81  -3.75  0.58
C  -3.75  -1.83  1.41
C  1.31  -1.99  1.71
C  4.95  3.67  -1.52
C  1.93  2.74  -1.68
C  -1.61  -0.83  -1.56
C  3.04  2.85  1.72
C  0.24  -1.97  -0.52
C  3.52  1.62  1.42
C  2.45  1.52  -2.12
C  0.17  -1.10  2.13
C  0.68  2.75  -1.07
C  1.47  1.02  1.89
H  2.10  -0.97  -0.01
H  4.95  4.29  -0.63
H  -1.75  -0.01  -2.26
H  4.53  1.39  1.12
H  0.27  3.70  -0.75
H  1.03  -3.01  1.98
H  2.22  -1.70  2.24
H  -1.81  -1.79  -2.06
H  3.87  5.12  -2.69
H  4.87  2.63  -1.21
H  2.18  -2.75  -0.10
H  -3.17  -2.19  2.26
H  -1.00  1.61  -0.41
H  3.81  3.47  -3.36
H  5.89  3.80  -2.04
H  -0.48  0.79  2.34
H  -2.39  -2.63  -0.01
H  3.55  3.79  1.72
H  3.40  1.47  -2.62
H  -6.39  -1.64  -0.02
H  -7.77  -3.97  0.16
H  2.14  -0.58  -2.31
H  -4.09  -0.81  1.58
H  -6.17  -5.60  1.65

**E_tot**: -50237.406 eV
**Strongest force on any atom**: 1.162 eV/A
**SMILES**: CCOc1ccc(N(CC(=O)NCc2ccco2)C(=O)CCC(=O)Nc2nccs2)cc1
**Relative energy (zero: lowest compared OMol25 entry of this formula, charge and spin)**: 24.6 kcal/mol